8
Properties=species:S:1:pos:R:3:forces:R:3 method="wB97M-V/def2-TZVPD" max_force_ev_per_a=7.3 e_lumo_ev=-2.4 gap_ha=0.3571 homo_energy_ha=-0.44596
C 2.4345 0.3809 -0.3030 1.5 0.4 0.9
C 1.2702 0.3643 -0.0497 -6.5 0.9 0.2
C -1.3697 -0.2169 0.1030 -2.8 -3.9 -0.3
O -0.5584 0.7784 0.0574 7.2 1.2 0.1
F -1.3887 -1.0487 1.1931 1.2 0.7 -0.6
F -1.2858 -1.0332 -0.9883 0.3 0.3 0.6
F -2.6139 0.2863 0.1032 0.2 0.7 -0.3
H 3.5119 0.4888 -0.1156 -1.0 -0.3 -0.6

***

8
Properties=species:S:1:pos:R:3:forces:R:3 method="wB97M-V/def2-TZVPD" max_force_ev_per_a=6.5 e_lumo_ev=0.2 gap_ha=0.3331 homo_energy_ha=-0.32683
C -1.2237 -1.1659 0.1157 -3.4 4.7 -1.9
C -2.0931 0.0338 -0.3894 3.5 -5.2 1.8
C -0.1161 -0.3209 -0.5003 0.2 -0.4 1.1
O -1.0717 0.5687 -1.1029 -1.0 0.7 -0.5
F -1.2469 -1.8576 1.2434 0.1 0.0 -0.1
F -3.3325 0.3841 -0.5411 0.9 0.3 0.0
F 0.6194 -0.9058 -1.4583 0.1 -0.1 -0.3
H 0.5657 0.2124 0.1745 -0.3 0.1 -0.2

***

9
Properties=species:S:1:pos:R:3:forces:R:3 method="wB97M-V/def2-TZVPD" max_force_ev_per_a=4.6 e_lumo_ev=-1.4 gap_ha=0.3455 homo_energy_ha=-0.39866
C 0.2831 0.2092 0.4286 -1.9 -3.6 -2.3
C 0.9184 0.4627 1.5298 0.4 0.8 0.5
C -0.7410 -0.4014 -1.2301 -0.7 -0.1 -1.0
O -0.2122 0.7838 -0.6609 0.3 0.5 0.4
O -0.4228 -1.3830 -0.3836 1.8 3.1 2.3
F 1.2400 -0.3788 2.4916 -0.1 -0.5 0.0
F -2.0650 -0.2415 -1.4111 0.1 0.0 0.2
F -0.2449 -0.5414 -2.4660 0.2 -0.1 0.0
H 1.2444 1.4905 1.7016 -0.2 -0.1 -0.2

***

Copy entry 1 word for word.
8
Properties=species:S:1:pos:R:3:forces:R:3 method="wB97M-V/def2-TZVPD" max_force_ev_per_a=7.3 e_lumo_ev=-2.4 gap_ha=0.3571 homo_energy_ha=-0.44596
C 2.4345 0.3809 -0.3030 1.5 0.4 0.9
C 1.2702 0.3643 -0.0497 -6.5 0.9 0.2
C -1.3697 -0.2169 0.1030 -2.8 -3.9 -0.3
O -0.5584 0.7784 0.0574 7.2 1.2 0.1
F -1.3887 -1.0487 1.1931 1.2 0.7 -0.6
F -1.2858 -1.0332 -0.9883 0.3 0.3 0.6
F -2.6139 0.2863 0.1032 0.2 0.7 -0.3
H 3.5119 0.4888 -0.1156 -1.0 -0.3 -0.6